(1)
89
Properties=species:S:1:pos:R:3:forces:R:3:lowdin_charge:R:1 method="wB97M-V/def2-TZVPD" spin_multiplicity=1 largest_force_ev_per_a=3.2 total_charge=0 homo_ha="-0.14643 / -0.15551" lumo_energy_ha="-0.00052 / 0.01060" homo_lumo_gap_ev="4.0 / 4.5" energy_ha=-3364.9645
Mg -0.178 -0.057 0.316 -1.00 -0.23 -1.69 0.61
C -1.891 0.831 -7.356 -0.36 -0.17 0.25 -0.10
C -1.910 -0.438 -6.939 -0.35 0.32 -0.39 -0.12
C -1.063 -1.555 -7.476 0.40 -0.18 0.02 -0.19
C 0.293 -1.158 -8.109 -0.05 -0.63 -0.19 -0.20
C 1.200 -0.334 -7.236 0.35 0.32 0.13 -0.10
C 1.230 0.999 -7.132 0.34 -0.48 -0.27 -0.11
C 0.368 1.966 -7.883 -0.46 0.22 -0.09 -0.19
C -0.995 1.441 -8.400 0.04 0.54 -0.33 -0.21
C 1.765 0.457 1.764 1.69 0.18 -0.68 -0.08
H -2.632 1.540 -6.961 0.33 -0.42 0.16 0.10
H -2.672 -0.751 -6.214 0.27 0.28 -0.15 0.10
H -1.626 -2.118 -8.241 0.03 0.13 0.26 0.12
H -0.865 -2.272 -6.665 -0.06 0.14 -0.11 0.10
H 0.827 -2.103 -8.298 -0.19 0.24 -0.08 0.11
H 0.123 -0.708 -9.094 0.23 -0.18 0.38 0.09
H 1.943 -0.936 -6.695 -0.28 0.42 0.04 0.10
H 2.012 1.475 -6.530 -0.26 -0.30 -0.05 0.08
H 0.919 2.357 -8.756 -0.03 -0.06 0.26 0.12
H 0.173 2.838 -7.240 0.07 -0.17 -0.08 0.11
H -1.532 2.325 -8.782 0.19 -0.25 -0.05 0.11
H -0.836 0.787 -9.265 -0.22 0.26 0.31 0.09
H 2.068 1.482 2.008 -0.11 -0.39 0.02 0.10
H 1.818 0.330 0.640 0.27 0.24 1.41 -0.02
H 2.426 -0.301 2.203 -0.37 0.33 -0.03 0.11
P -1.578 -0.562 -1.729 -0.03 -0.13 -2.13 0.91
P 1.552 0.051 -1.712 -0.10 -0.71 -2.10 0.91
C -0.612 -0.758 -3.239 -2.90 -0.31 0.50 -0.40
C 0.737 -0.583 -3.188 2.92 0.38 1.22 -0.41
C -2.537 -2.104 -1.552 -0.24 -0.17 0.30 -0.37
C -2.882 -2.889 -2.662 -0.23 -0.17 0.41 -0.09
C -3.624 -4.059 -2.478 0.10 0.09 0.16 -0.08
C -3.992 -4.468 -1.192 0.15 0.26 0.11 -0.09
C -3.611 -3.707 -0.080 -0.04 -0.17 -0.17 -0.09
C -2.883 -2.534 -0.255 -0.05 0.02 -0.51 -0.10
C -2.789 0.763 -2.125 -0.36 -0.05 0.24 -0.34
C -2.328 2.094 -2.142 -0.37 -0.18 0.05 -0.10
C -3.226 3.140 -2.364 0.01 -0.29 -0.06 -0.09
C -4.580 2.865 -2.593 0.09 -0.19 0.01 -0.10
C -5.035 1.543 -2.598 0.19 0.17 -0.01 -0.09
C -4.147 0.492 -2.357 0.23 0.36 0.06 -0.08
C 3.096 -0.962 -1.554 0.19 0.13 0.16 -0.34
C 2.948 -2.258 -1.021 0.32 0.21 0.03 -0.11
C 4.065 -3.063 -0.795 -0.03 0.21 -0.12 -0.09
C 5.344 -2.598 -1.119 -0.18 0.14 -0.05 -0.10
C 5.496 -1.326 -1.675 -0.15 -0.11 0.01 -0.09
C 4.383 -0.507 -1.896 -0.18 -0.30 0.22 -0.08
C 2.155 1.709 -2.218 0.46 0.45 0.31 -0.36
C 2.339 2.685 -1.219 0.14 -0.15 -0.53 -0.10
C 2.846 3.940 -1.553 -0.07 0.12 -0.16 -0.09
C 3.132 4.253 -2.886 -0.10 -0.27 0.16 -0.09
C 2.912 3.299 -3.886 -0.13 -0.06 0.18 -0.08
C 2.420 2.033 -3.560 0.11 0.28 0.33 -0.09
H -1.135 -0.994 -4.175 0.25 0.13 0.39 0.04
H 1.405 -0.822 -4.022 -0.36 0.08 0.15 0.05
H -2.562 -2.595 -3.660 -0.11 -0.03 0.26 0.09
H -3.908 -4.660 -3.342 0.07 0.13 0.21 0.10
H -4.563 -5.384 -1.046 0.13 0.21 -0.08 0.10
H -3.875 -4.029 0.929 0.04 0.03 -0.29 0.10
H -2.577 -1.951 0.618 -0.15 -0.12 -0.29 0.07
H -1.269 2.307 -1.974 -0.26 -0.05 -0.06 0.10
H -2.870 4.170 -2.358 -0.08 -0.25 -0.02 0.10
H -5.277 3.684 -2.768 0.16 -0.22 0.04 0.10
H -6.087 1.329 -2.788 0.25 0.06 0.06 0.10
H -4.507 -0.536 -2.341 0.07 0.24 0.01 0.10
H 1.952 -2.642 -0.782 0.23 0.15 -0.08 0.10
H 3.936 -4.056 -0.367 0.03 0.19 -0.10 0.10
H 6.215 -3.231 -0.945 -0.23 0.19 -0.05 0.10
H 6.491 -0.967 -1.936 -0.23 -0.07 0.04 0.10
H 4.520 0.482 -2.334 -0.08 -0.21 0.17 0.10
H 2.084 2.461 -0.179 0.14 0.06 -0.33 0.08
H 3.006 4.680 -0.770 -0.05 -0.11 -0.21 0.10
H 3.511 5.241 -3.143 -0.06 -0.22 0.05 0.10
H 3.116 3.544 -4.929 -0.03 -0.04 0.24 0.10
H 2.233 1.303 -4.349 0.01 0.15 0.32 0.08
F -1.530 1.781 2.969 -0.10 -1.13 0.99 0.15
C -1.490 0.489 3.405 -1.55 0.56 -0.62 -0.47
F -2.210 0.373 4.545 0.84 0.03 -1.24 0.18
F -2.113 -0.240 2.406 0.14 0.71 1.42 0.09
C -0.030 0.020 3.506 0.56 0.28 0.22 -0.15
O 0.359 0.249 2.131 0.84 0.08 0.90 -0.27
C 0.822 0.904 4.484 0.06 0.33 0.09 -0.47
F 0.236 0.959 5.706 0.65 -0.02 -1.03 0.17
F 2.092 0.434 4.627 -1.31 0.37 0.05 0.16
F 0.907 2.167 3.985 -0.08 -1.01 0.69 0.16
C 0.130 -1.492 3.757 0.04 -1.22 -0.06 -0.49
F -0.152 -1.859 5.028 0.18 0.42 -0.94 0.18
F -0.675 -2.197 2.917 0.56 0.39 0.92 0.14
F 1.399 -1.882 3.471 -0.83 0.24 0.48 0.15


(2)
85
Properties=species:S:1:pos:R:3:forces:R:3:lowdin_charge:R:1 method="wB97M-V/def2-TZVPD" spin_multiplicity=1 largest_force_ev_per_a=1.4 total_charge=0 e_above_lowest_ev=1.272 homo_ha=-0.27789 lumo_energy_ha=-0.00345 homo_lumo_gap_ev=7.5 energy_ha=-4128.0928
Ta 0.562 0.083 0.299 -0.99 -0.67 0.82 1.83
O -0.686 -0.212 -1.176 -0.23 0.32 0.00 -0.27
C -1.730 0.727 -1.304 -0.07 0.02 0.01 -0.45
C -3.082 0.189 -1.419 0.10 -0.15 0.04 -0.02
C -4.153 0.884 -1.006 -0.04 0.14 0.13 -0.09
C -4.017 2.091 -0.205 -0.04 -0.19 -0.08 -0.09
C -2.808 2.555 0.146 0.12 -0.06 0.02 -0.02
C -1.572 2.039 -0.449 0.01 0.01 0.10 -0.32
C -0.270 2.075 0.316 -0.33 0.03 0.00 -0.30
N -0.249 1.422 1.585 0.55 0.20 -0.54 -0.18
C 0.518 1.989 2.687 -0.05 -0.08 -0.02 -0.20
C 1.971 1.477 2.617 -0.06 -0.08 -0.03 -0.17
N 1.821 0.078 2.201 -0.12 0.02 -0.02 -0.07
C 1.901 -0.863 3.054 0.04 -0.08 0.07 -0.06
C 1.285 -2.171 2.882 0.13 0.15 0.11 -0.15
C 1.745 -3.249 3.646 0.05 -0.01 0.00 -0.05
C 1.101 -4.465 3.635 -0.07 0.02 -0.07 -0.09
C -0.067 -4.593 2.878 0.03 -0.01 0.02 -0.07
C -0.560 -3.536 2.142 -0.01 -0.08 -0.01 -0.01
C 0.111 -2.305 2.109 -0.15 0.17 -0.17 -0.34
O -0.406 -1.316 1.396 0.21 -0.41 0.08 -0.21
H -3.181 -0.813 -1.820 0.00 0.03 -0.05 0.11
H -5.143 0.472 -1.153 -0.01 0.01 0.02 0.10
H -4.909 2.519 0.235 -0.01 -0.02 0.00 0.10
H -2.710 3.277 0.951 0.01 0.08 -0.07 0.11
H 0.251 3.034 0.285 0.21 -0.18 -0.23 0.11
H 0.085 1.658 3.634 -0.05 0.04 0.01 0.11
H 0.510 3.082 2.667 -0.05 0.00 -0.02 0.12
H 2.480 1.580 3.580 0.11 -0.08 -0.04 0.12
H 2.520 2.024 1.846 0.05 -0.04 -0.01 0.11
H 2.378 -0.661 4.018 -0.02 -0.02 0.02 0.14
H 2.637 -3.112 4.249 -0.02 0.01 0.02 0.11
H 1.476 -5.295 4.217 0.00 0.00 0.00 0.10
H -0.603 -5.534 2.874 0.00 0.00 0.00 0.11
H -1.473 -3.622 1.568 0.00 -0.01 0.02 0.12
C 2.243 -2.427 -2.580 -0.01 0.02 0.05 0.01
C 2.674 -2.022 -1.179 -0.08 -0.16 -0.02 -0.49
C 3.785 -2.899 -0.631 0.00 -0.02 0.05 0.01
O 1.531 -2.084 -0.286 0.12 0.34 -0.30 -0.08
C 3.128 -0.562 -1.205 -0.34 0.27 0.31 -0.51
O 4.171 -0.227 -1.691 0.09 0.05 -0.10 0.13
O 2.260 0.284 -0.652 0.78 0.19 -0.09 -0.18
H 1.953 -3.482 -2.581 0.01 -0.01 -0.02 0.10
H 3.068 -2.290 -3.278 -0.01 0.00 0.02 0.10
H 1.402 -1.820 -2.917 0.07 -0.02 0.06 0.08
H 3.518 -3.951 -0.737 0.00 0.00 0.02 0.09
H 3.949 -2.685 0.426 0.01 0.01 0.00 0.09
H 4.705 -2.704 -1.178 0.00 -0.02 -0.02 0.10
H 0.911 -2.750 -0.610 -0.05 0.09 0.10 0.13
C -1.445 2.040 -1.961 0.11 -0.11 -0.09 -0.17
Ge 0.159 2.518 -2.950 0.00 0.50 -0.28 1.06
C 1.390 3.643 -1.946 0.08 0.02 0.13 -0.28
C 0.945 4.902 -1.535 0.05 -0.03 0.05 -0.13
C 1.730 5.705 -0.717 -0.01 -0.02 -0.01 -0.09
C 2.976 5.258 -0.298 -0.02 -0.03 -0.02 -0.09
C 3.433 4.011 -0.703 -0.03 0.03 0.00 -0.08
C 2.645 3.209 -1.519 0.02 0.04 -0.05 -0.11
C 1.065 1.121 -3.944 0.07 -0.16 0.02 -0.26
C 2.368 1.335 -4.394 -0.06 -0.14 -0.06 -0.10
C 2.966 0.444 -5.277 0.01 -0.03 0.01 -0.08
C 2.261 -0.660 -5.739 0.01 0.04 0.02 -0.10
C 0.955 -0.869 -5.317 -0.04 0.05 -0.01 -0.11
C 0.366 0.011 -4.419 -0.02 0.03 -0.04 -0.12
C -0.586 3.643 -4.392 -0.12 0.01 0.05 -0.25
C -1.690 3.163 -5.102 0.01 0.04 0.00 -0.11
C -2.271 3.904 -6.121 0.03 0.00 0.01 -0.09
C -1.758 5.153 -6.449 0.00 -0.03 0.02 -0.10
C -0.656 5.640 -5.764 0.02 -0.03 0.02 -0.09
C -0.074 4.888 -4.749 0.06 -0.04 -0.04 -0.11
H -2.305 2.468 -2.467 -0.08 -0.05 0.07 0.11
H -0.035 5.254 -1.839 0.01 0.01 -0.01 0.11
H 1.367 6.677 -0.405 0.00 0.00 0.00 0.10
H 3.591 5.882 0.340 0.00 0.00 0.00 0.10
H 4.406 3.658 -0.380 0.00 -0.01 -0.01 0.10
H 3.006 2.226 -1.798 0.02 0.11 0.01 0.07
H 2.922 2.210 -4.073 0.00 -0.03 0.01 0.10
H 3.982 0.617 -5.610 0.00 -0.01 0.01 0.10
H 2.728 -1.353 -6.426 0.00 0.01 -0.03 0.10
H 0.395 -1.720 -5.686 0.00 -0.01 0.01 0.11
H -0.654 -0.165 -4.092 0.02 -0.01 0.03 0.10
H -2.110 2.190 -4.861 -0.01 0.01 0.01 0.10
H -3.124 3.510 -6.659 -0.01 0.00 0.01 0.10
H -2.216 5.741 -7.234 0.01 -0.01 -0.01 0.10
H -0.246 6.610 -6.018 0.01 0.00 0.00 0.10
H 0.800 5.280 -4.240 -0.04 0.01 0.03 0.09